Here is a molecular structure, C11H21N4 in a non-equilibrium geometry from the Open Molecules 2025 dataset. Energies are from ωB97M-V/def2-TZVPD.

The highest occupied orbital energy is -0.42850 Eh. The calculation puts the orbital gap at 0.3084 Ha. Its energy above the lowest of the compared OMol25 structures with the same formula, charge and spin is 454.0 kJ/mol. Its spin multiplicity is 1. As for the total charge: +1.

Geometry as XYZ:
```
36
C11H21N4 ωB97M-V/def2-TZVPD
C 2.00097 -1.73261 0.91784
C -2.09767 -2.50857 -0.66600
C -1.84285 -1.26928 -1.10516
C 0.91203 0.04294 -1.46612
C 0.81398 1.27207 0.69207
C 2.50160 0.09902 -1.51730
C 2.41830 1.28525 0.76393
C 0.28674 -0.02235 -0.04584
C -2.62697 -0.20452 1.52487
C -2.86007 1.72978 0.13651
C 0.61572 -1.41384 0.64344
N 3.03892 -1.98114 1.32461
N -1.13955 0.26886 -0.36152
N -1.90618 0.78398 0.66178
N 3.03954 1.16943 -0.59023
H -2.48324 -3.25064 -1.18948
H -1.97176 -2.85685 0.35599
H -2.00238 -0.98627 -2.10473
H 0.54418 0.95047 -1.97805
H 0.62635 -1.00782 -1.92848
H 0.37750 1.17283 1.79553
H 0.40012 2.07901 0.09816
H 3.05663 -0.84324 -1.11327
H 2.86642 0.35433 -2.62346
H 2.76185 2.25584 1.27268
H 2.69169 0.38037 1.47852
H -1.96012 -0.90109 2.07407
H -3.40676 0.19748 2.18367
H -3.03697 -0.67091 0.69966
H -3.89937 1.55348 -0.19169
H -2.81022 2.54272 0.89822
H -2.28549 2.11498 -0.81600
H 0.37390 -2.27337 0.03930
H 0.14408 -1.56472 1.58943
H 4.11011 1.06877 -0.46517
H 2.74896 2.16563 -0.98777
```